Here is C48H50FN3O3PSeTl as an isolated structure from OMol25. Energies are from ωB97M-V/def2-TZVPD.

E = -143246.795 eV
LUMO level = 4.2 eV
Frontier orbital gap = 5.8424 eV
Molar mass = 1050.26 g mol⁻¹

Structure (ORCA input):
```
! RIJCOSX wB97M-V def2-TZVPD def2/J DEFGRID3
* xyz -2 1
Tl 0.27682 0.57172 0.06491
C -0.97678 -3.22737 3.21238
C -1.07796 -1.93858 2.39235
C -2.20839 -2.03636 1.36001
C -1.23159 -0.72331 3.28713
C -2.41537 -0.54500 3.99350
C -2.61367 0.56040 4.80452
C -1.62055 1.52589 4.86792
C -0.42501 1.39240 4.17308
C 0.54217 2.56261 4.14733
C 1.10528 2.89561 5.53080
C -0.13054 3.79701 3.53180
C -0.18682 0.22761 3.40059
N 0.96215 0.06322 2.64206
C 2.16641 -0.02850 3.22639
C 2.41075 -0.25957 4.60572
C 3.69398 -0.37918 5.12396
C 4.81369 -0.28309 4.31026
C 4.61530 -0.06916 2.94166
C 3.34388 0.04619 2.44508
F 3.18682 0.24841 1.11011
H -0.82681 -4.09251 2.55870
H -1.89257 -3.39126 3.78856
H -0.13961 -3.17488 3.91191
H -0.13091 -1.82025 1.86365
H -3.15365 -2.32397 1.82956
H -1.97395 -2.78461 0.59666
H -2.37678 -1.08051 0.85684
H -3.20554 -1.28340 3.89639
H -3.54405 0.68877 5.34542
H -1.79401 2.42482 5.45251
H 1.37376 2.28870 3.49879
H 0.29594 3.11293 6.23485
H 1.75167 3.77702 5.47821
H 1.69438 2.06718 5.92483
H -0.87832 4.21773 4.21034
H -0.63566 3.54462 2.59718
H 0.61189 4.57362 3.32570
H 1.54940 -0.35324 5.25755
H 3.81873 -0.55629 6.18785
H 5.81384 -0.37588 4.71427
H 5.44409 0.00950 2.24857
C 0.77341 5.39513 -1.42914
C 1.33318 4.04135 -1.86960
C 2.12937 3.39725 -0.73968
C 0.18211 3.15978 -2.35472
C -0.44073 3.66142 -3.67052
O -0.18349 2.60764 -4.61518
C 0.41167 1.59618 -3.89893
N 0.61733 1.80080 -2.67262
C 0.74841 0.39821 -4.70860
C 0.76180 0.56270 -6.09851
C 1.06032 -0.48377 -6.94994
C 1.33068 -1.73475 -6.41673
C 1.30555 -1.90611 -5.04453
C 1.03498 -0.85784 -4.16479
P 0.92379 -1.25654 -2.35906
C 2.20499 -2.52833 -2.02556
C 3.41268 -2.62269 -2.71107
C 4.35310 -3.57795 -2.34575
C 4.11354 -4.43113 -1.27700
C 2.92828 -4.31650 -0.56192
C 1.98366 -3.37214 -0.93602
C -0.52738 -2.44297 -2.55339
C -1.77832 -1.88863 -2.26800
C -2.93652 -2.65609 -2.29954
C -2.86271 -4.00543 -2.61291
C -1.62842 -4.57567 -2.89893
C -0.47762 -3.80197 -2.86660
H 1.57253 6.03502 -1.04782
H 0.03998 5.25104 -0.63048
H 0.27677 5.92783 -2.24452
H 2.01173 4.18728 -2.72024
H 1.49546 3.24745 0.14019
H 2.95449 4.04927 -0.44062
H 2.55615 2.44149 -1.04934
H -0.57226 3.08466 -1.57111
H 0.04426 4.56493 -4.04503
H -1.51649 3.82227 -3.59874
H 0.54599 1.53901 -6.50382
H 1.06848 -0.32604 -8.02180
H 1.55282 -2.57563 -7.06352
H 1.50337 -2.88891 -4.63770
H 3.62704 -1.91321 -3.50188
H 5.28974 -3.63978 -2.88752
H 4.85089 -5.17295 -0.99209
H 2.74440 -4.95235 0.29565
H 1.05903 -3.28383 -0.37349
H -1.85058 -0.83408 -2.00683
H -3.88436 -2.20310 -2.05365
H -3.75991 -4.61355 -2.62387
H -1.56021 -5.63195 -3.13527
H 0.47601 -4.27707 -3.06950
O 3.97524 0.44879 -3.69308
N 3.70080 0.85579 -2.56070
O 2.78426 0.21692 -1.95770
Se -3.29203 2.71570 -0.33155
C -4.65661 1.44027 0.02392
C -5.26254 0.69586 -1.00056
C -6.28604 -0.20666 -0.73641
C -6.73161 -0.41769 0.56311
C -6.13388 0.29957 1.59311
C -5.12280 1.21297 1.32923
H -4.92003 0.84648 -2.01801
H -6.73957 -0.75502 -1.55645
H -7.52189 -1.12987 0.76934
H -6.45972 0.14441 2.61645
H -4.66495 1.76366 2.14162
*
```

Atomic partial charges in e from the Löwdin method, atoms 1 to 8: atom 1 (Tl): 0.824, atom 2 (C): -0.067, atom 3 (C): -0.394, atom 4 (C): -0.067, atom 5 (C): -0.145, atom 6 (C): -0.055, atom 7 (C): -0.101, atom 8 (C): -0.058